Molecular formula: C7H28O7
Method: DFT, the ωB97M-V functional and the def2-TZVPD basis

Geometry as XYZ:
```
42
Properties=species:S:1:pos:R:3:forces:R:3
C -2.192001 -0.214706 1.953796 -0.51 2.11 -0.14
O -1.531896 0.959270 1.503268 -4.18 1.60 0.89
H -3.227741 0.071268 2.137006 -0.19 -0.15 0.12
H -2.216915 -0.895233 1.102710 0.26 -0.98 0.56
H -1.756256 -0.474576 2.918526 0.06 -1.10 -0.30
H -0.724764 0.612551 1.116064 -0.67 0.55 1.81
C 0.204545 0.419778 -0.200505 1.24 0.36 -1.07
O 0.400188 0.013988 1.169481 2.58 -4.16 -3.79
H -0.293626 1.389136 -0.216861 0.26 0.34 -0.10
H 1.106037 0.519156 -0.805106 0.32 -0.32 0.29
H -0.454299 -0.250181 -0.752921 0.89 0.80 1.49
H 1.149112 0.471448 1.558647 -0.56 -0.20 -0.05
C -1.255023 -0.941032 -3.133571 -0.46 0.47 -3.67
O -0.979087 -1.363654 -1.864807 -8.24 0.94 -0.29
H -0.370922 -1.035798 -3.764024 0.28 0.12 0.47
H -1.978676 -1.580671 -3.638837 -0.29 -0.05 0.20
H -1.604993 0.086901 -3.228303 0.13 -0.15 0.20
H -1.763356 -1.217690 -1.330756 -0.14 -0.20 0.37
C 1.756749 2.547323 1.592400 0.75 1.45 0.65
O 1.128983 1.655966 2.445918 -0.63 1.25 2.21
H 1.067595 3.300817 1.211068 0.07 -0.02 -0.22
H 2.478681 2.997719 2.273635 0.64 0.75 -0.93
H 2.244279 2.010993 0.778303 0.02 0.09 0.05
H 0.422823 2.091463 2.928907 -0.30 -0.20 -0.14
C 3.537788 0.472633 2.984961 0.21 -0.25 -0.09
O 4.241579 -0.736015 2.818619 0.49 -0.17 0.46
H 3.409545 0.696179 4.044051 -0.60 -0.09 0.16
H 4.157803 1.291460 2.620009 -0.34 0.31 -0.54
H 2.581513 0.342801 2.478226 0.86 0.18 0.45
H 4.941555 -0.637548 3.468185 0.40 -0.67 -0.15
C -2.917368 1.160444 -1.554578 -0.04 0.68 0.03
O -3.703503 0.085030 -2.015444 -0.36 -0.41 -0.10
H -3.121175 1.976310 -2.248059 0.12 0.04 0.03
H -3.165882 1.499634 -0.548940 -0.04 -0.19 0.09
H -1.853008 0.927812 -1.588097 -0.16 0.29 0.09
H -3.494679 -0.720428 -1.536664 -0.38 0.06 0.22
C 0.727549 -3.242003 -2.653497 -0.32 1.17 1.96
O 0.908657 -2.095754 -1.764251 6.61 -3.21 -1.18
H 1.636276 -3.804910 -2.866719 0.33 0.57 0.11
H 0.112717 -3.916864 -2.057970 -0.46 -0.42 -0.56
H 0.257514 -2.943470 -3.590533 -0.06 -0.31 -0.07
H 0.133684 -1.529547 -1.743339 2.38 -0.90 0.49
```
Forces are in eV/Å.

HOMO	-8.9506	eV
calculated total energy	-22036.155	eV
ΔE to the lowest compared entry with this formula, charge and spin	938.1	kJ/mol
frontier orbital gap	9.5	eV

Atom charges from the Löwdin analysis, given in e for atoms 1 to 2: C -0.13; O -0.19